Density functional theory data (wB97M-V/def2-TZVPD) for a structure of composition C54H58CoN8O3PS2Se.

```
128
Properties=species:S:1:pos:R:3:forces:R:3:lowdin_spin:R:1
H 1.309 -4.673 4.415 -0.01 0.00 0.02 0.000
H -0.990 -1.818 7.990 -0.01 -0.01 0.03 0.000
H -0.124 -3.048 -3.769 0.04 0.00 -0.01 0.000
H 2.571 -2.559 1.078 -0.02 0.02 -0.05 0.000
C 1.558 6.467 -3.123 0.02 0.01 0.04 0.000
H 4.844 -0.647 -1.539 -0.02 -0.01 0.01 0.000
C 0.659 -5.013 2.388 0.01 -0.02 0.00 0.000
H -1.836 -3.048 -4.114 0.01 0.01 0.00 0.000
N -2.460 0.456 0.066 -0.01 -0.10 -0.12 0.031
C 1.035 4.671 4.013 0.01 0.00 -0.04 0.001
H 1.054 2.316 -4.565 0.00 0.02 0.00 0.000
C 3.059 1.763 -2.125 0.03 0.06 -0.02 0.003
H -6.276 4.730 -0.610 -0.01 0.01 0.00 0.000
H 2.712 -5.143 -1.322 -0.03 -0.03 -0.03 0.000
C 1.603 -3.070 1.057 0.00 -0.06 -0.02 0.000
H 0.514 -2.102 4.196 0.01 0.00 0.01 0.000
S -0.245 0.091 6.684 0.00 -0.04 -0.05 0.000
P 1.019 -2.735 -0.650 0.29 -0.04 0.15 0.000
N -7.256 -0.051 0.208 0.06 -0.02 0.02 0.000
H 3.894 -1.292 -0.224 -0.01 0.00 0.03 0.000
H 1.176 5.544 -3.531 -0.01 -0.03 0.00 0.000
C -2.259 -0.837 0.283 -0.06 -0.09 0.01 0.002
O -1.664 1.397 -3.161 0.01 -0.01 -0.01 0.010
H 3.680 -4.538 -2.643 -0.01 0.00 0.00 0.000
C 5.212 -2.740 -1.149 -0.02 0.00 -0.02 0.000
C 1.381 5.568 3.067 -0.03 -0.04 0.01 0.000
H 2.931 9.495 -3.539 0.00 0.03 -0.02 0.000
H 1.740 -3.263 -2.778 0.00 -0.03 -0.01 0.000
C 1.221 5.886 -0.665 0.05 -0.04 0.10 0.001
H -0.796 -5.249 -4.706 0.01 0.00 0.00 0.000
N -0.595 2.075 1.938 -0.01 -0.03 0.15 0.033
H 3.186 2.681 -2.706 0.03 0.01 0.00 0.001
N -2.771 3.105 -0.354 -0.12 -0.27 0.02 0.026
C -1.390 -3.133 -2.018 0.00 0.07 0.00 0.000
C 1.091 5.323 1.681 0.01 -0.02 -0.02 0.001
C -3.718 0.927 0.015 -0.01 -0.11 0.05 0.002
C -0.621 1.318 4.219 0.06 0.11 -0.03 0.001
H 0.762 -6.078 2.601 -0.01 -0.01 -0.01 0.000
H 3.449 0.940 -2.727 -0.03 0.03 0.00 0.000
H 1.954 -5.202 0.660 0.00 -0.02 -0.02 0.000
C 0.703 -2.307 2.051 0.01 0.02 0.02 0.000
S 2.312 8.298 -1.517 0.00 -0.03 -0.04 0.000
C -5.168 2.920 -0.315 0.01 0.07 -0.01 0.000
H -0.011 -6.725 -2.846 0.00 0.00 0.01 0.000
H 2.011 7.105 0.915 0.00 0.01 0.00 0.000
C 3.135 -1.780 -2.185 -0.08 0.05 0.00 0.000
Co -0.763 1.765 -0.142 0.10 0.83 0.04 2.710
C -6.331 2.055 -0.166 -0.11 0.00 -0.04 0.000
C -1.886 -0.773 4.935 0.05 0.04 0.01 0.000
C 1.025 -2.744 3.476 -0.02 0.01 0.01 0.000
H -2.413 -3.466 -1.805 -0.01 0.00 0.01 0.000
C 0.018 2.476 4.611 -0.08 -0.05 -0.05 0.000
H 3.658 1.836 -1.219 0.01 0.01 0.00 0.001
H -3.088 -2.776 0.683 0.00 -0.01 0.00 0.000
C 4.287 -1.529 -1.218 -0.01 0.00 0.00 0.000
H -4.182 6.108 -0.834 -0.01 0.01 0.00 0.000
H 6.041 -2.554 -0.463 -0.01 0.00 0.01 0.000
H 0.403 -5.771 -0.604 0.04 0.00 0.02 0.000
H 5.650 -2.909 -2.138 0.03 0.00 0.00 0.000
H 0.009 0.898 -4.662 0.00 0.00 0.00 0.000
H 5.102 -4.856 -0.710 -0.01 0.00 0.00 0.000
C -0.901 1.178 2.847 0.04 -0.03 0.02 0.004
C -0.989 0.242 5.140 -0.02 -0.05 0.02 0.000
H -0.371 -4.270 4.141 -0.01 0.01 -0.01 0.000
C 2.501 8.572 -3.190 -0.02 0.00 0.00 0.000
H 2.447 -0.932 -2.191 0.05 -0.09 0.01 0.000
C 4.442 -3.986 -0.725 -0.01 0.00 0.00 0.000
C 0.626 -4.214 3.697 0.02 0.00 0.00 0.000
C -0.321 -5.300 -1.269 0.01 0.00 0.01 0.000
Se -8.621 1.070 0.005 0.10 0.00 -0.02 0.000
C 1.634 1.570 -1.719 0.03 -0.05 -0.03 0.014
H -2.465 1.319 -2.632 -0.01 0.01 0.01 0.000
C -1.133 -1.320 7.046 0.00 -0.01 -0.01 0.000
H 0.331 4.360 -1.929 -0.05 0.02 -0.02 0.000
C -1.031 -5.004 -3.669 0.01 0.01 0.02 0.000
C -1.076 -3.494 -3.468 -0.01 -0.01 0.02 0.000
H -2.478 -0.880 4.037 -0.03 0.03 -0.03 0.000
H -0.963 -3.706 -0.004 0.00 0.01 -0.01 0.000
H 0.257 2.651 5.654 -0.01 0.00 0.02 0.000
C 0.044 3.202 2.324 -0.04 -0.05 0.01 0.002
O 0.609 -1.294 -0.706 -0.28 -0.02 -0.12 0.002
C 2.339 -3.063 -1.885 -0.05 0.01 -0.03 0.000
C -3.888 2.367 -0.228 -0.05 0.10 0.00 0.001
H 2.096 -2.609 3.648 0.02 0.00 0.00 0.000
H -0.355 -2.520 1.857 -0.06 0.02 -0.02 0.000
C 1.810 -4.535 1.507 -0.01 0.00 -0.01 0.000
H 0.986 -5.299 -2.999 0.11 0.02 0.00 0.000
H -1.223 -1.154 0.244 0.09 -0.02 0.04 0.001
C -0.014 -5.639 -2.727 -0.03 0.01 0.03 0.000
H 1.735 0.724 -4.264 0.02 -0.01 -0.01 0.000
H -1.998 4.978 -0.652 0.05 -0.01 0.00 0.000
C 0.423 4.150 1.314 0.05 0.06 -0.05 0.002
H 2.733 -4.599 2.090 0.02 0.01 0.01 0.000
H 1.267 4.849 5.054 0.01 0.01 0.02 0.000
C -6.160 0.652 0.085 -0.08 -0.05 0.02 0.000
N -7.565 2.478 -0.251 0.06 0.05 0.03 0.000
H 1.897 6.480 3.335 0.01 0.02 0.00 0.000
H -2.022 -5.421 -3.461 -0.01 -0.01 -0.01 0.000
C 0.547 1.479 -2.670 -0.03 -0.07 -0.05 -0.002
H -0.285 -4.900 1.846 -0.02 0.00 0.00 0.000
N -0.654 1.530 -2.198 0.03 0.08 -0.16 0.043
C 3.269 -4.269 -1.664 0.00 0.02 -0.01 0.000
C 1.481 6.196 0.656 -0.02 -0.03 -0.09 -0.001
H -2.617 -2.531 6.059 -0.02 -0.02 0.01 0.000
C 0.545 4.674 -0.914 0.05 -0.04 -0.01 0.003
H -1.364 -2.048 -1.897 -0.03 -0.05 -0.01 0.000
H 3.547 -1.881 -3.196 0.01 -0.02 -0.03 0.000
C -4.599 -1.266 0.444 0.11 -0.06 -0.02 -0.002
C -3.304 -1.733 0.498 -0.11 0.09 0.00 0.001
C -4.144 5.043 -0.663 0.00 -0.06 0.01 0.001
H -1.288 -5.756 -1.026 0.00 -0.01 0.02 0.000
H 4.087 -3.854 0.299 0.01 -0.01 0.02 0.000
N 1.259 1.505 -0.460 -0.06 -0.10 -0.18 0.057
C 0.362 3.450 3.663 0.01 0.00 0.01 0.001
H -5.449 -1.919 0.585 -0.02 -0.02 0.02 0.000
C 1.631 6.738 -1.783 -0.02 0.03 -0.04 0.000
O 2.084 1.594 0.488 0.11 -0.04 0.23 0.010
H 0.847 -1.235 1.908 0.00 -0.01 0.01 0.000
C -4.820 0.086 0.183 0.03 -0.01 0.05 0.001
C -5.290 4.292 -0.540 0.08 0.02 -0.01 -0.001
N 0.151 3.853 0.028 -0.17 -0.09 0.17 0.034
C -2.909 4.404 -0.562 0.00 0.09 -0.03 0.001
H -1.378 0.274 2.489 -0.02 -0.01 0.00 0.001
C -0.461 -3.794 -0.979 0.03 0.04 0.00 0.000
C 0.846 1.336 -4.128 -0.04 -0.04 -0.01 0.000
C 2.056 7.520 -3.930 0.04 0.03 0.03 0.000
H 2.089 7.492 -5.008 0.00 0.01 -0.03 0.000
C -1.967 -1.670 6.029 0.03 0.01 0.04 0.000
```
Positions in Å, forces in eV/Å.

Results
* ΔE to the lowest compared entry with this formula, charge and spin: 0.2 kcal per mole
* charge: +1
* molar mass: 1100.1 Da
* spin multiplicity: 4
* DFT total energy: -208933.132 eV
* largest force on an atom: 0.84 eV/A
* LUMO level (spin up / spin down): -0.1142 / -0.1141 hartree

---

Density functional theory data (wB97M-V/def2-TZVPD) for a structure of composition C54H62MoN3O6P.

```
127
Properties=species:S:1:pos:R:3:forces:R:3:lowdin_charge:R:1
H 0.880 -3.102 -3.075 0.02 -0.02 -0.06 0.159
H 2.996 -3.633 3.170 -0.01 0.01 0.01 0.099
C 4.954 0.091 0.892 0.01 0.02 0.02 -0.069
C -1.034 -4.609 0.959 0.02 -0.01 -0.04 0.002
C -0.323 1.763 3.197 -0.03 0.04 0.06 -0.088
H -2.183 5.071 2.240 -0.01 0.00 0.00 0.115
H 2.548 3.846 -0.095 0.02 0.02 -0.01 0.078
H -3.090 0.130 1.117 0.01 0.01 0.00 0.076
O 0.753 -2.674 0.018 0.14 -0.37 -0.02 -0.270
C 1.208 1.740 -2.012 0.03 0.01 0.05 -0.182
H 4.064 2.555 -1.931 -0.01 0.00 0.00 0.114
C -0.447 -1.263 3.551 0.02 -0.05 -0.03 -0.295
H -3.880 2.114 -1.316 0.00 0.01 0.02 0.115
C 5.810 1.143 0.599 0.00 0.00 0.00 -0.057
H -3.763 -4.222 -3.579 0.00 0.00 0.00 0.102
C -2.188 2.489 -4.600 0.00 0.01 0.01 -0.032
C -1.680 3.592 0.778 0.00 -0.01 0.03 -0.038
H -1.376 -2.179 -2.291 -0.10 0.00 0.00 0.101
C -1.613 -1.896 7.111 0.00 -0.01 0.00 -0.027
C -2.568 -2.421 3.469 -0.01 0.01 0.04 0.021
C 2.971 -1.177 4.266 0.03 -0.01 0.01 -0.080
H 2.298 -1.387 5.098 0.02 0.00 -0.02 0.074
H -0.331 -5.163 0.336 0.00 0.00 0.01 0.104
H 3.260 -0.128 4.297 0.02 0.00 -0.01 0.075
H -4.619 -0.729 1.293 0.01 0.00 0.00 0.115
O 1.930 2.834 -2.524 -0.07 0.00 -0.09 -0.001
H 2.271 -0.349 -6.205 0.00 0.00 0.01 0.114
H -5.441 3.511 -0.051 0.01 0.00 0.00 0.114
H -2.494 -0.366 -2.066 0.01 -0.10 0.09 0.065
C -2.141 2.728 -0.212 -0.01 -0.01 0.02 -0.136
H -0.217 2.814 3.465 0.00 0.00 -0.01 0.097
C 2.102 1.964 2.439 0.04 -0.03 0.01 -0.072
H 2.161 2.929 2.944 0.00 0.00 -0.01 0.101
H 3.093 1.514 2.453 0.04 -0.03 0.01 0.071
H -0.971 1.291 3.934 0.02 0.03 -0.02 0.081
C -3.503 2.725 -0.506 -0.02 -0.01 -0.02 -0.033
H -3.341 -0.676 -4.348 0.01 0.01 0.00 0.108
H 6.147 2.832 -0.674 0.00 -0.01 0.00 0.117
H -3.417 -2.907 5.364 0.01 0.00 0.00 0.131
H -2.453 -5.299 -1.193 0.00 0.00 0.00 0.144
H 0.551 4.612 -3.811 0.00 0.01 0.01 0.086
Mo -0.200 -1.018 0.085 -0.29 0.16 0.05 1.915
H 1.851 2.145 1.394 0.04 -0.03 0.13 0.046
C -1.695 2.654 -3.315 0.02 0.03 -0.03 0.001
H 5.231 -0.639 1.644 0.00 0.01 -0.01 0.112
C -4.401 -4.183 -2.692 0.01 0.01 0.00 -0.012
H 3.390 4.782 -1.341 0.00 -0.01 0.01 0.101
H -0.625 3.678 0.992 0.02 -0.02 0.00 0.110
N -1.379 -1.701 1.443 0.02 0.02 -0.08 -0.178
C -1.925 -3.729 0.138 -0.01 0.04 0.01 -0.180
H -0.830 -1.281 7.551 0.00 0.00 0.00 0.084
H 4.085 -3.176 -3.549 0.00 0.01 0.00 0.120
C 2.524 -0.673 -5.204 0.01 0.01 -0.01 -0.053
H 0.299 -0.815 5.522 -0.02 -0.01 -0.01 0.114
H -0.136 -1.130 -2.630 0.00 0.02 -0.12 0.112
C 3.757 -0.034 0.206 0.00 0.05 0.00 -0.081
H 1.714 1.086 -4.322 0.01 -0.02 -0.01 0.116
C -4.388 3.525 0.199 0.01 0.00 0.01 -0.050
C -1.196 1.809 -0.989 0.00 0.01 -0.07 -0.264
H 3.110 -0.877 0.394 0.00 -0.01 -0.03 0.079
H 2.124 5.358 -3.500 -0.01 0.00 0.00 0.105
O 2.141 -4.054 -1.093 -0.09 -0.03 0.01 0.153
H 3.538 -1.747 -1.654 -0.01 0.01 0.01 0.113
H -4.862 -1.780 -1.514 0.00 -0.01 0.00 0.139
C 3.386 0.874 -0.780 -0.01 -0.02 0.00 -0.131
H 1.766 -3.454 1.933 -0.03 -0.02 -0.02 0.051
C -4.005 -2.288 -1.086 0.00 0.01 -0.02 0.004
C -1.731 1.598 -2.404 -0.03 -0.01 0.04 -0.170
H 1.324 -3.368 3.654 -0.01 0.00 0.00 0.085
C -3.315 -1.685 -0.051 0.01 0.03 -0.04 -0.198
C -3.843 -0.437 0.579 -0.01 0.00 -0.02 -0.002
H -0.482 -4.067 1.717 0.06 0.03 0.03 0.062
C 1.214 -3.305 -1.081 0.23 0.18 0.23 -0.638
C 5.469 2.031 -0.410 -0.01 0.01 0.00 -0.040
C -2.162 -2.350 0.469 -0.04 0.00 0.12 -0.283
H -1.486 -2.916 7.479 0.00 0.00 0.00 0.096
C -1.558 -1.865 5.610 -0.01 0.01 -0.01 -0.236
C 1.056 1.107 3.145 -0.02 0.00 -0.02 -0.500
H 0.575 1.330 -2.803 0.04 0.02 0.00 0.129
H 6.747 1.250 1.129 0.00 0.00 0.00 0.114
H 2.025 5.500 -0.475 0.00 -0.01 0.00 0.105
C -0.491 -1.275 4.940 0.00 -0.02 0.04 -0.021
N -0.432 -1.901 -2.031 -0.11 0.21 -0.19 0.017
C -3.920 4.360 1.204 -0.01 0.00 0.00 -0.055
C 1.183 5.055 -3.043 0.03 0.01 -0.01 0.036
O -1.152 0.522 -0.280 0.07 -0.22 -0.01 -0.289
O 1.256 -0.285 -0.820 0.13 0.21 0.28 -0.341
H -2.575 -1.536 7.473 0.00 0.00 0.00 0.093
C -1.493 -1.817 2.833 0.04 0.02 -0.09 -0.284
C 1.452 4.056 -1.945 0.04 0.00 0.05 -0.541
C 0.266 2.342 -0.965 -0.01 -0.01 0.06 -0.177
H -4.313 0.207 -0.161 0.00 -0.01 0.01 0.081
C -3.658 -3.557 -1.555 0.01 -0.01 -0.01 -0.216
C 3.548 -2.252 -3.720 0.00 -0.01 0.00 -0.058
H -5.302 -3.628 -2.942 0.00 0.00 0.00 0.090
H -0.827 1.717 2.233 -0.04 0.02 -0.07 0.049
C 3.229 -1.440 -2.644 0.01 -0.05 0.01 -0.034
H 3.446 -2.498 -5.853 0.00 0.01 0.01 0.114
C 3.188 -1.874 -5.008 0.00 0.01 0.01 -0.063
C 2.193 0.136 -4.122 -0.01 0.00 -0.02 -0.014
C 2.523 -0.251 -2.824 -0.04 0.03 0.00 -0.127
H 0.652 2.204 0.055 -0.11 0.02 -0.15 0.125
C 2.417 4.575 -0.897 0.01 0.01 0.01 0.032
H -3.377 -2.858 2.895 0.00 0.00 0.00 0.129
C 4.279 1.890 -1.111 0.02 -0.02 -0.01 -0.009
H -3.143 1.164 -5.997 0.00 0.00 0.01 0.115
C -2.583 -2.442 4.852 0.00 0.00 -0.01 0.004
H 3.099 -1.383 2.146 -0.04 0.00 0.06 0.062
H 1.392 0.926 4.172 -0.02 0.03 -0.02 0.107
C 2.371 -1.602 2.923 0.01 0.02 -0.02 -0.491
H -1.300 3.610 -3.010 -0.01 -0.02 -0.01 0.119
H 0.696 5.939 -2.632 0.00 -0.01 0.00 0.106
C -2.754 1.283 -4.994 -0.01 -0.02 0.01 -0.056
H -2.144 3.317 -5.295 0.00 0.00 0.01 0.119
C 2.128 0.576 -1.581 -0.04 -0.09 -0.12 -0.285
C 2.078 -3.103 2.911 -0.01 0.01 0.02 -0.078
C -2.641 -4.271 -0.905 -0.02 0.01 -0.01 0.013
H -4.606 4.995 1.748 0.00 0.00 0.00 0.115
C -2.346 0.417 -2.790 0.04 0.00 -0.02 -0.065
H -4.671 -5.213 -2.456 0.00 0.00 0.00 0.101
H -1.666 -5.345 1.463 0.00 0.01 -0.01 0.115
H 3.872 -1.770 4.430 0.00 0.01 0.01 0.098
N 0.427 -3.001 -2.176 -0.09 -0.07 -0.02 0.085
C -2.562 4.397 1.483 0.00 0.00 0.00 -0.048
C -2.852 0.252 -4.075 -0.01 0.01 -0.03 -0.057
P 0.865 -0.603 2.502 0.04 -0.06 0.00 1.150
O 0.221 3.701 -1.324 -0.01 0.01 -0.01 -0.015
```
Positions in Å, forces in eV/Å.

Results
* charge: +2
* molar mass: 976.0 Da
* spin multiplicity: 1
* DFT total energy: -84893.189 eV
* largest force on an atom: 0.39 eV/A
* LUMO level: -0.2624 hartree

---

Which of these has the highest largest force on an atom?
C54H58CoN8O3PS2Se

---

The highest largest force on an atom belongs to which entry?
C54H58CoN8O3PS2Se

---

What is the molar mass in the first record?
1100.1 Da